1.
ORCA calculation (ωB97M-V/def2-TZVPD) on an isolated molecule of C18H18ClF3N2O5S2 at a distorted geometry.

M ... 498.9 g mol⁻¹
Gap between HOMO and LUMO ... 9.25 eV
F_max ... 7.51 eV Å⁻¹
SMILES ... Cc1cc(C(=O)N[C@@H](C(=O)O)C(C)C)sc1S(=O)(=O)Nc1cc(C(F)(F)F)ccc1Cl
Energy ... -2738.5398 hartree
Highest occupied orbital energy ... -9.6 eV

CARTESIAN COORDINATES (ANGSTROEM)
C: -2.135 -1.745 -0.783
C: -1.513 -0.305 -0.766
C: -0.118 0.002 -0.959
C: 0.211 1.266 -0.842
C: 1.613 1.798 -0.935
O: 1.943 2.594 -0.122
N: 2.463 1.323 -1.900
C: 3.902 1.341 -1.884
C: 4.436 -0.084 -1.868
O: 4.409 -0.780 -2.872
O: 4.895 -0.590 -0.689
C: 4.453 2.174 -2.977
C: 3.956 3.594 -3.119
C: 5.993 2.345 -2.807
S: -1.151 2.253 -0.283
C: -2.166 0.783 -0.241
S: -3.676 0.916 0.695
O: -4.062 2.272 0.709
O: -4.724 0.080 -0.021
N: -3.476 0.626 2.256
C: -3.302 -0.696 2.674
C: -4.331 -1.580 2.785
C: -4.235 -2.909 3.235
C: -5.548 -3.683 3.073
F: -5.931 -3.649 1.677
F: -6.607 -3.139 3.782
F: -5.426 -4.985 3.512
C: -3.065 -3.357 3.804
C: -1.999 -2.444 3.870
C: -2.158 -1.160 3.271
Cl: -0.763 -0.044 3.335
H: -2.467 -2.177 0.239
H: -1.507 -2.554 -1.300
H: -3.064 -1.566 -1.357
H: 0.734 -0.654 -1.224
H: 2.050 0.531 -2.331
H: 4.193 1.881 -0.938
H: 5.403 -1.393 -0.888
H: 4.264 1.682 -3.988
H: 3.056 3.717 -3.691
H: 3.684 3.975 -2.057
H: 4.818 4.185 -3.523
H: 6.385 2.687 -3.792
H: 6.459 1.382 -2.490
H: 6.280 2.922 -1.893
H: -2.975 1.431 2.584
H: -5.235 -1.194 2.449
H: -2.948 -4.385 4.327
H: -1.017 -2.684 4.263


2.
ORCA calculation (ωB97M-V/def2-TZVPD) on a cluster of 7 separate species, C28H35N7 in total at a distorted geometry.

M ... 469.6 g mol⁻¹
Gap between HOMO and LUMO (spin up / spin down) ... 1.70 / 8.24 eV
Charge ... -1
F_max ... 3.83 eV Å⁻¹
Energy ... -1471.0702 hartree
Highest occupied orbital energy (spin up / spin down) ... 0.9 / -5.6 eV
Spin multiplicity ... 2

CARTESIAN COORDINATES (ANGSTROEM)
N: -0.657 2.076 -0.328
C: -1.145 1.281 0.665
C: -0.206 0.396 1.129
C: 0.968 0.676 0.277
C: 0.622 1.690 -0.570
H: -1.096 2.830 -0.837
H: -2.188 1.417 0.910
H: -0.339 -0.495 1.724
H: 1.886 0.111 0.216
H: 1.134 2.088 -1.434
N: -0.747 -3.035 -0.167
C: -0.629 -2.341 -1.299
C: -1.055 -3.205 -2.314
C: -1.556 -4.393 -1.729
C: -1.336 -4.262 -0.360
H: -0.551 -2.674 0.756
H: -0.118 -1.389 -1.306
H: -0.942 -2.961 -3.360
H: -2.012 -5.239 -2.224
H: -1.595 -4.954 0.427
N: -2.962 0.544 5.143
C: -2.149 -0.317 5.802
C: -0.813 -0.009 5.429
C: -0.888 0.898 4.350
C: -2.200 1.263 4.245
H: -3.970 0.480 5.168
H: -2.586 -1.041 6.474
H: 0.028 -0.593 5.773
H: -0.102 1.258 3.703
H: -2.694 1.969 3.594
N: 2.753 2.047 -7.243
C: 2.448 2.455 -5.961
C: 2.508 1.355 -5.129
C: 2.759 0.216 -5.866
C: 2.878 0.650 -7.155
H: 2.883 2.475 -8.148
H: 2.409 3.513 -5.745
H: 2.377 1.376 -4.058
H: 2.665 -0.787 -5.476
H: 3.114 0.262 -8.135
N: 5.319 5.974 -2.350
C: 4.705 4.759 -2.484
C: 3.368 4.932 -2.568
C: 3.145 6.290 -2.583
C: 4.376 6.872 -2.530
H: 6.291 6.208 -2.205
H: 5.411 3.943 -2.449
H: 2.629 4.151 -2.667
H: 2.226 6.851 -2.675
H: 4.695 7.902 -2.467
N: -4.172 -0.831 2.404
C: -3.886 -1.915 1.636
C: -5.056 -2.514 1.286
C: -6.090 -1.743 1.847
C: -5.545 -0.581 2.483
H: -3.472 -0.184 2.736
H: -2.891 -2.285 1.438
H: -5.226 -3.453 0.780
H: -7.166 -1.812 1.898
H: -5.974 0.293 2.948
N: 1.839 -3.061 3.125
C: 0.499 -2.855 3.260
C: -0.123 -4.022 2.789
C: 0.924 -4.988 2.489
C: 2.092 -4.301 2.630
H: 2.559 -2.355 3.183
H: -0.026 -1.974 3.597
H: -1.176 -4.241 2.885
H: 0.758 -6.033 2.273
H: 3.074 -4.653 2.349


3.
ORCA calculation (ωB97M-V/def2-TZVPD) on a structure of composition C30H32O3PPtSTe.

M ... 826.3 g mol⁻¹
Gap between HOMO and LUMO (spin up / spin down) ... 6.37 / 6.26 eV
Charge ... +1
F_max ... 0.78 eV Å⁻¹
Energy ... -2514.6719 hartree
Highest occupied orbital energy (spin up / spin down) ... -11.0 / -11.1 eV
Energy above the lowest of the compared OMol25 structures with the same formula, charge and spin ... 272.4 kJ/mol

CARTESIAN COORDINATES (ANGSTROEM)
Pt: -0.034 1.006 0.934
O: -3.031 1.542 -1.201
C: -2.196 2.158 -0.592
O: -1.894 1.904 0.685
C: -1.477 3.349 -1.216
P: 0.189 3.911 -0.648
C: 1.124 2.330 -0.818
C: 0.624 1.119 -1.334
C: 1.509 0.038 -1.540
C: 2.845 0.148 -1.246
C: 3.360 1.364 -0.773
C: 2.521 2.428 -0.579
C: 0.039 3.997 1.190
C: 0.832 3.259 2.074
C: 0.714 3.428 3.450
C: -0.197 4.339 3.965
C: -0.987 5.077 3.096
C: -0.868 4.908 1.723
H: -2.147 4.210 -1.126
H: -1.390 3.165 -2.291
H: -0.382 1.028 -1.729
H: 1.111 -0.868 -1.969
H: 3.505 -0.692 -1.413
H: 4.421 1.469 -0.589
H: 2.925 3.380 -0.254
H: 1.682 2.682 1.714
H: 1.366 2.869 4.110
H: -0.278 4.489 5.033
H: -1.691 5.799 3.487
H: -1.484 5.507 1.061
O: -1.055 -1.379 -0.004
S: -1.602 -2.683 -0.512
C: -0.848 -4.020 0.463
C: 0.646 -4.117 0.405
C: 1.249 -5.265 -0.101
C: 2.631 -5.365 -0.169
C: 3.426 -4.315 0.265
C: 2.833 -3.166 0.769
C: 1.453 -3.068 0.842
C: -0.797 -3.007 -2.091
C: -1.084 -1.924 -3.104
C: -0.251 -1.840 -4.219
C: -0.454 -0.863 -5.179
C: -1.487 0.053 -5.029
C: -2.316 -0.020 -3.921
C: -2.119 -1.006 -2.963
H: -1.329 -4.935 0.110
H: -1.213 -3.833 1.476
H: 0.634 -6.088 -0.445
H: 3.086 -6.267 -0.558
H: 4.504 -4.395 0.218
H: 3.449 -2.345 1.112
H: 0.990 -2.168 1.231
H: -1.179 -3.984 -2.403
H: 0.279 -3.106 -1.923
H: 0.561 -2.548 -4.335
H: 0.198 -0.813 -6.041
H: -1.645 0.820 -5.776
H: -3.118 0.694 -3.789
H: -2.776 -1.028 -2.103
C: -2.312 1.595 3.756
Te: -1.805 0.012 2.455
C: -0.650 -1.000 3.932
H: -1.449 1.888 4.346
H: -3.114 1.232 4.396
H: -2.660 2.423 3.143
H: -1.329 -1.425 4.669
H: 0.022 -0.292 4.410
H: -0.077 -1.796 3.461


4.
ORCA calculation (ωB97M-V/def2-TZVPD) on a cluster of 4 separate species, C8H12N4 in total at a distorted geometry.

M ... 164.2 g mol⁻¹
Gap between HOMO and LUMO ... 11.68 eV
F_max ... 1.44 eV Å⁻¹
SMILES ... CC#N.CC#N.CC#N.CC#N
Energy ... -531.0113 hartree
Highest occupied orbital energy ... -11.6 eV
Energy above the lowest of the compared OMol25 structures with the same formula, charge and spin ... 192.9 kJ/mol

CARTESIAN COORDINATES (ANGSTROEM)
C: -1.662 -1.256 0.807
C: -0.549 -1.442 -0.103
N: 0.322 -1.555 -0.838
H: -2.034 -0.232 0.763
H: -1.354 -1.404 1.845
H: -2.491 -1.940 0.635
C: 3.553 -0.979 1.057
C: 4.436 -2.049 1.516
N: 5.127 -2.886 1.877
H: 3.543 -0.161 1.774
H: 2.553 -1.372 0.897
H: 3.954 -0.574 0.127
C: 1.542 1.005 -2.275
C: 2.517 2.095 -2.082
N: 3.276 2.932 -1.915
H: 2.079 0.070 -2.178
H: 1.166 1.095 -3.294
H: 0.724 1.181 -1.585
C: -4.853 0.994 0.529
C: -3.633 1.768 0.381
N: -2.668 2.370 0.264
H: -5.332 1.213 1.488
H: -4.643 -0.075 0.570
H: -5.571 1.200 -0.259


5.
ORCA calculation (ωB97M-V/def2-TZVPD) on a cluster of 3 separate species, C3H8O2 in total at a distorted geometry.

M ... 76.1 g mol⁻¹
Gap between HOMO and LUMO ... 8.76 eV
F_max ... 4.30 eV Å⁻¹
Energy ... -269.4367 hartree
Highest occupied orbital energy ... -8.7 eV
Energy above the lowest of the compared OMol25 structures with the same formula, charge and spin ... 415.3 kJ/mol

CARTESIAN COORDINATES (ANGSTROEM)
C: 1.927 0.518 -0.508
C: 0.814 -0.122 -0.140
O: -0.320 0.056 -0.955
C: 0.468 -0.701 1.108
H: 2.746 0.527 0.199
H: 2.089 0.773 -1.542
H: -0.093 0.690 -1.640
H: -0.402 0.772 0.966
H: 1.192 -0.639 1.902
H: -0.206 -1.546 1.128
H: -3.266 -0.685 -0.034
H: -2.009 0.141 -0.378
O: -2.939 0.217 -0.107